An isolated molecule of C3H4F2S at a distorted geometry, computed with ωB97M-V/def2-TZVPD.

Net charge: 0
Strongest force on any atom, eV Å⁻¹: 1.7
SMILES string: FCC(=S)CF
Relative energy (zero: lowest compared OMol25 entry of this formula, charge and spin), kcal/mol: 17.6
Lowest unoccupied orbital energy, eV: -0.84
Kohn-Sham gap, eV: 8.48

Each line ends with the Mulliken charge.
Positions of all 10 atoms, in Å:
F -1.144 -1.471 -0.688  -0.272
C -0.283 -1.234 0.390  -0.175
C 0.627 -0.095 0.001  0.146
S 2.240 -0.137 -0.243  -0.204
C -0.051 1.236 -0.257  -0.253
F -1.393 1.120 -0.067  -0.275
H 0.359 -2.099 0.571  0.288
H -0.918 -0.832 1.212  0.219
H 0.362 2.038 0.432  0.271
H 0.201 1.475 -1.351  0.254